No. 1
Here is a 6-piece molecular cluster, C18H42N6O6 overall from OMol25. Energies are from the ωB97M-V functional and the def2-TZVPD basis.

The multiplicity is 2. Its expectation value of S² is 0.7808. The charge is +1. The relative energy (zero: lowest compared OMol25 entry of this formula, charge and spin) comes out at 62.4 kcal/mol. The value obtained for the HOMO-LUMO gap (alpha / beta) is 7.29 / 2.63 eV. The HOMO energy (alpha / beta) is -0.40333 / -0.40329 Eh. The calculation puts the LUMO energy (alpha / beta) at -3.685 / -8.340 eV.

Each line ends with the Löwdin charge.
Atoms and positions in Å:
C: 17.6486 -21.8315 2.4927  -0.31
O: 16.4536 -21.4466 2.5436  -0.03
N: 18.6520 -20.9787 2.2802  -0.19
C: 20.0377 -21.4529 2.3691  -0.06
C: 18.5108 -19.5794 2.0751  -0.06
H: 17.9247 -22.8827 2.6686  0.14
H: 20.6261 -21.0857 1.5282  0.08
H: 20.1177 -22.5387 2.3170  0.08
H: 20.6245 -21.1830 3.2471  0.09
H: 19.2323 -19.0576 2.7039  0.10
H: 18.6178 -19.2004 1.0587  0.06
H: 17.5459 -19.2732 2.4792  0.09
C: 20.2489 -19.9439 -4.8540  -0.16
O: 20.4745 -20.8650 -5.6542  0.18
N: 19.1846 -19.0701 -5.0304  0.02
C: 18.8304 -18.2303 -3.8552  0.02
C: 18.3047 -18.9476 -6.2713  0.07
H: 20.7713 -19.7159 -3.9120  0.16
H: 18.3182 -17.3268 -4.1861  0.10
H: 19.6967 -17.8549 -3.3105  0.09
H: 18.1634 -18.7996 -3.2079  0.12
H: 18.0035 -17.9133 -6.4377  0.11
H: 18.7065 -19.3851 -7.1852  0.11
H: 17.3305 -19.4072 -6.1046  0.12
C: 17.1318 -12.4576 0.7721  -0.35
O: 17.8004 -13.2741 0.1829  0.00
N: 16.4077 -11.4276 0.2640  -0.16
C: 15.3146 -10.7321 0.9804  -0.03
C: 16.4420 -11.2610 -1.1671  -0.08
H: 17.1175 -12.5074 1.8719  0.14
H: 15.0402 -9.7353 0.6353  0.09
H: 15.5701 -10.8952 2.0274  0.09
H: 14.3215 -11.1472 0.8086  0.07
H: 15.6383 -11.6927 -1.7636  0.08
H: 16.5345 -10.2244 -1.4912  0.09
H: 17.3023 -11.7238 -1.6506  0.08
C: 10.5288 -15.0385 -1.4440  -0.30
O: 11.0281 -15.6987 -0.5524  0.01
N: 10.8284 -13.6714 -1.6389  -0.19
C: 10.1849 -12.8957 -2.7273  -0.06
C: 11.8337 -12.9788 -0.8627  -0.08
H: 9.9090 -15.4056 -2.2767  0.13
H: 9.4139 -13.3879 -3.3201  0.08
H: 10.8700 -12.4016 -3.4162  0.08
H: 9.6919 -12.0456 -2.2557  0.08
H: 12.8317 -13.1046 -1.2825  0.08
H: 11.6823 -11.9044 -0.7586  0.08
H: 11.7747 -13.3424 0.1631  0.09
C: 22.2878 -17.2440 -1.6100  -0.34
O: 23.0658 -16.6866 -2.3636  0.02
N: 21.1000 -16.6950 -1.2429  -0.20
C: 20.2375 -17.5620 -0.4903  -0.09
C: 20.5314 -15.4047 -1.6000  -0.02
H: 22.3894 -18.2708 -1.2258  0.13
H: 19.8142 -17.0077 0.3474  0.10
H: 20.7378 -18.4034 -0.0109  0.08
H: 19.5114 -17.9484 -1.2055  0.05
H: 19.9118 -15.4809 -2.4935  0.07
H: 19.9034 -14.9451 -0.8368  0.08
H: 21.3385 -14.6932 -1.7744  0.10
C: 16.2358 -17.7239 -0.4041  -0.24
O: 17.2765 -18.3044 -0.7570  -0.04
N: 15.7348 -16.5191 -0.9377  -0.16
C: 14.6673 -15.8661 -0.1809  -0.05
C: 16.4748 -15.8396 -1.9818  -0.05
H: 15.5946 -17.9139 0.4705  0.14
H: 14.2491 -16.3922 0.6772  0.10
H: 13.8016 -15.7025 -0.8227  0.07
H: 14.9484 -14.8720 0.1667  0.08
H: 17.1906 -16.4520 -2.5301  0.04
H: 15.9529 -15.5198 -2.8837  0.09
H: 16.9472 -14.9807 -1.5050  0.08

=====

No. 2
Here is a 6-piece molecular cluster, C18H42N6O6 overall from OMol25. Energies are from the ωB97M-V functional and the def2-TZVPD basis.

The multiplicity is 2. Its expectation value of S² is 0.7673. The charge is +1. The relative energy (zero: lowest compared OMol25 entry of this formula, charge and spin) comes out at 62.1 kcal/mol. The value obtained for the HOMO-LUMO gap (alpha / beta) is 7.24 / 2.45 eV. The HOMO energy (alpha / beta) is -0.39675 / -0.39675 Eh. The calculation puts the LUMO energy (alpha / beta) at -3.558 / -8.345 eV.

Each line ends with the Löwdin charge.
Atoms and positions in Å:
C: 0.8478 -4.7262 1.9060  -0.36
O: 0.6576 -5.4127 2.9377  -0.04
N: 0.1215 -4.7820 0.8339  -0.18
C: 0.1012 -3.7759 -0.1874  -0.06
C: -1.0599 -5.6673 0.7266  -0.02
H: 1.6431 -3.9873 1.7222  0.13
H: -0.8429 -3.7961 -0.7318  0.09
H: 0.7837 -3.9486 -1.0196  0.09
H: 0.2519 -2.8107 0.2961  0.06
H: -2.0243 -5.2103 0.9484  0.10
H: -1.0024 -6.0886 -0.2771  0.09
H: -0.9474 -6.5002 1.4207  0.09
C: -3.5585 2.2702 -2.4766  -0.35
O: -2.4767 2.1084 -2.0466  0.04
N: -3.9419 2.4311 -3.8162  -0.17
C: -3.0231 2.4491 -4.9623  -0.06
C: -5.3379 2.7339 -4.2715  -0.04
H: -4.4387 2.3457 -1.8195  0.13
H: -1.9785 2.3087 -4.6846  0.08
H: -2.9353 3.4639 -5.3505  0.09
H: -3.2396 1.7625 -5.7807  0.09
H: -5.3640 3.7237 -4.7272  0.09
H: -5.6992 1.9940 -4.9857  0.09
H: -5.9076 2.7223 -3.3422  0.08
C: 1.0125 0.4933 -5.2461  -0.31
O: 1.1425 1.0322 -6.3492  0.01
N: 0.0010 -0.3574 -5.0183  -0.20
C: -0.3088 -0.5672 -3.6347  -0.08
C: -0.9211 -0.8415 -5.9492  -0.07
H: 1.5931 0.7145 -4.3372  0.14
H: 0.1284 0.1337 -2.9236  0.05
H: 0.1812 -1.4489 -3.2216  0.09
H: -1.3954 -0.5414 -3.5530  0.09
H: -1.9503 -0.9041 -5.5958  0.09
H: -0.9418 -0.1388 -6.7821  0.09
H: -0.6576 -1.7622 -6.4697  0.10
C: 3.4162 4.4587 0.8231  -0.35
O: 3.0630 5.5261 0.3542  0.03
N: 2.7000 3.5848 1.5545  -0.16
C: 1.4192 3.8952 2.2026  -0.04
C: 3.1140 2.2236 1.9146  -0.06
H: 4.3836 4.0066 0.5550  0.13
H: 0.7232 3.0605 2.1197  0.05
H: 0.9686 4.7184 1.6481  0.09
H: 1.4127 4.1526 3.2618  0.09
H: 3.4604 2.1202 2.9429  0.08
H: 2.2830 1.5222 1.8403  0.06
H: 3.8631 1.8498 1.2166  0.09
C: 3.7752 -0.9524 5.8897  -0.21
O: 4.2305 -0.0972 5.1832  0.19
N: 2.5887 -1.6237 5.6687  -0.03
C: 1.5864 -1.1523 4.7317  0.02
C: 2.1896 -2.8790 6.2947  0.04
H: 4.3256 -1.3511 6.7559  0.17
H: 1.8305 -0.1065 4.5449  0.11
H: 0.5624 -1.2588 5.0899  0.13
H: 1.8578 -1.6296 3.7901  0.13
H: 1.6704 -2.5404 7.1913  0.14
H: 1.5163 -3.4858 5.6892  0.12
H: 3.0614 -3.4719 6.5717  0.12
C: -0.1514 -0.1640 1.9619  -0.32
O: 0.6726 -1.0323 1.6762  -0.05
N: -0.6562 0.7225 1.0173  -0.13
C: -1.7816 1.6973 1.3514  -0.02
C: 0.0154 0.7711 -0.3009  -0.05
H: -0.6762 -0.1387 2.9294  0.13
H: -1.6095 2.7720 1.4115  0.08
H: -2.2928 1.3502 2.2493  0.08
H: -2.5919 1.5830 0.6313  0.07
H: -0.5935 0.3231 -1.0861  0.06
H: 0.1384 1.7919 -0.6627  0.09
H: 1.0124 0.3342 -0.2445  0.09

=====

No. 3
Here is C18H42N6O9Sr as an isolated structure from OMol25. Energies are from the ωB97M-V functional and the def2-TZVPD basis.

The multiplicity is 1. The charge is 0. The value obtained for the HOMO-LUMO gap is 5.80 eV. The HOMO energy is -0.20358 Eh. The calculation puts the LUMO energy at 0.263 eV.

Each line ends with the Löwdin charge.
Atoms and positions in Å:
Sr: 0.4018 -0.4949 0.5488  1.49
O: 0.8552 1.1119 2.4104  -0.48
C: 2.1481 0.8008 2.9260  -0.41
C: 2.8189 -0.6050 2.6836  -0.43
O: 2.7139 -1.1457 1.3977  -0.47
H: 2.0566 0.8692 4.0270  0.08
H: 2.7926 1.6612 2.6672  0.06
H: 2.4273 -1.2979 3.4563  0.07
H: 3.8772 -0.5016 2.9913  0.08
C: -2.5001 -2.4791 -0.8605  0.04
N: -3.8974 -2.5893 -0.3319  -0.45
O: -4.0147 -3.0540 0.7829  0.06
O: -4.8272 -2.2511 -1.0283  0.05
H: -2.6161 -2.0353 -1.8441  0.10
H: -2.1287 -3.4957 -0.9032  0.11
H: -1.9638 -1.8275 -0.1837  0.04
C: -0.4643 -3.8410 1.9264  -0.28
O: -0.2862 -2.7639 1.3686  -0.12
N: 0.5755 -4.6700 2.1196  -0.18
C: 0.3807 -5.9305 2.8220  -0.06
C: 1.9552 -4.1985 2.1119  -0.03
H: -1.4419 -4.1705 2.2950  0.15
H: 0.8258 -5.8347 3.8206  0.09
H: 0.9495 -6.7419 2.3657  0.08
H: -0.6628 -6.2071 2.9402  0.08
H: 2.5651 -5.0602 1.8278  0.09
H: 2.1256 -3.2738 1.5500  0.06
H: 2.2946 -3.9820 3.1346  0.10
C: 1.4292 -2.3817 -2.2369  -0.27
O: 0.5521 -1.9652 -1.4945  -0.10
N: 1.9341 -1.6719 -3.2661  -0.17
C: 2.9398 -2.2595 -4.1423  -0.05
C: 1.4119 -0.4220 -3.7330  -0.05
H: 1.8652 -3.3836 -2.1393  0.15
H: 2.4701 -2.6976 -5.0278  0.09
H: 3.5012 -3.0310 -3.6178  0.09
H: 3.6477 -1.5014 -4.4718  0.09
H: 0.8760 0.1749 -3.0005  0.06
H: 2.2478 0.2266 -4.0159  0.09
H: 0.8229 -0.5436 -4.6486  0.10
C: -2.2446 0.7237 2.1949  -0.30
O: -1.8794 -0.2304 1.5113  -0.13
N: -3.4635 1.2655 2.0530  -0.18
C: -3.9253 2.3399 2.9290  -0.05
C: -4.4252 0.8572 1.0297  -0.02
H: -1.6472 1.1801 2.9972  0.14
H: -4.7005 1.9596 3.5974  0.09
H: -4.3976 3.1300 2.3409  0.08
H: -3.0566 2.7422 3.4441  0.09
H: -5.2885 0.4358 1.5436  0.10
H: -4.7673 1.7276 0.4699  0.09
H: -3.9224 0.1477 0.3830  0.07
C: 2.4631 2.2612 -0.3101  -0.29
O: 1.8670 1.2609 -0.6560  -0.08
N: 2.6269 3.3890 -1.0514  -0.18
C: 3.2478 4.5406 -0.4320  -0.05
C: 2.3319 3.4137 -2.4587  -0.04
H: 2.9642 2.3286 0.6644  0.13
H: 2.4927 5.2339 -0.0539  0.09
H: 3.8965 5.0922 -1.1132  0.09
H: 3.8801 4.2484 0.4060  0.09
H: 3.2363 3.6034 -3.0421  0.09
H: 1.9811 2.4255 -2.7385  0.06
H: 1.5478 4.1252 -2.7293  0.09
C: -1.5384 1.5435 -1.9145  -0.32
O: -1.0754 0.5866 -1.3319  -0.07
N: -1.4963 2.8067 -1.4809  -0.16
C: -2.3458 3.8030 -2.0850  -0.06
C: -0.9678 3.1301 -0.1448  0.00
H: -1.9679 1.4458 -2.9197  0.15
H: -2.7034 3.4853 -3.0640  0.09
H: -1.8359 4.7546 -2.2608  0.09
H: -3.1943 4.0343 -1.4344  0.09
H: -0.3474 2.2964 0.1803  0.06
H: -0.2674 3.9521 -0.3147  0.09
H: -1.7358 3.4245 0.5639  0.09

=====

No. 4
Here is C18H43As2N6Y as an isolated structure from OMol25. Energies are from the ωB97M-V functional and the def2-TZVPD basis.

The multiplicity is 1. The charge is +4. The relative energy (zero: lowest compared OMol25 entry of this formula, charge and spin) comes out at 50.8 kcal/mol. The value obtained for the HOMO-LUMO gap is 8.36 eV. The HOMO energy is -0.70823 Eh. The calculation puts the LUMO energy at -10.913 eV.

Each line ends with the Löwdin charge.
Atoms and positions in Å:
Y: 0.7974 0.2238 -0.3973  1.28
N: 2.0618 -1.9157 -0.6172  -0.08
C: 2.9553 -1.7113 -1.8771  -0.14
C: 3.8821 -0.4605 -1.5734  -0.13
N: 3.0057 0.7582 -1.5489  -0.23
C: 3.6432 1.9157 -0.8350  -0.15
C: 2.6934 2.8774 -0.0851  -0.19
N: 1.8941 2.1941 0.9842  -0.05
C: 2.6230 1.1560 -2.9610  -0.14
C: 1.1972 1.6472 -3.0620  -0.18
N: 0.2217 0.5590 -2.6981  -0.04
H: 2.6429 -2.1676 0.1810  0.10
H: 1.4617 -2.7424 -0.7840  0.08
H: 2.3256 -1.6113 -2.7773  0.11
H: 3.5344 -2.6268 -1.9779  0.13
H: 4.6220 -0.3635 -2.3451  0.13
H: 4.4697 -0.6635 -0.6415  0.15
H: 4.2263 2.5301 -1.4943  0.13
H: 4.4234 1.5551 -0.1080  0.15
H: 1.9698 3.2334 -0.8527  0.11
H: 3.2722 3.6787 0.2994  0.13
H: 1.3686 2.8402 1.5544  0.09
H: 2.5428 1.7794 1.6985  0.11
H: 2.8564 0.3879 -3.6732  0.13
H: 3.2524 1.9747 -3.3087  0.15
H: 1.1011 2.1280 -4.0093  0.14
H: 1.0808 2.3905 -2.3141  0.06
H: 0.3527 -0.2385 -3.3670  0.14
H: -0.7218 0.8865 -2.8010  0.07
C: -1.4052 3.4813 -0.6608  -0.24
As: -1.7236 1.6490 -0.0396  1.10
C: -2.7433 1.8975 1.6241  -0.25
C: -2.8943 0.7468 -1.3081  -0.45
C: -3.8020 1.4139 -2.1454  -0.07
C: -4.5187 0.7479 -3.1001  -0.02
C: -4.4515 -0.6426 -3.2223  -0.02
C: -3.5724 -1.2794 -2.4060  -0.08
C: -2.7107 -0.5872 -1.4810  -0.47
As: -1.4436 -1.6834 -0.5509  1.06
C: -2.2939 -2.0925 1.1491  -0.28
C: -1.5828 -3.4459 -1.3209  -0.28
H: -0.7759 3.3512 -1.4695  -0.04
H: -0.7863 4.0313 0.0339  0.04
H: -2.2416 4.0868 -1.0288  0.07
H: -3.7947 1.7719 1.3634  0.05
H: -2.7254 2.9573 1.8815  0.04
H: -2.4201 1.3334 2.5161  0.02
H: -3.9590 2.4437 -2.0432  0.10
H: -5.2573 1.3272 -3.6514  0.14
H: -5.0449 -1.1496 -3.9997  0.15
H: -3.4300 -2.3897 -2.5083  0.11
H: -3.3120 -2.4993 1.0827  0.07
H: -2.3366 -1.0954 1.7234  0.03
H: -1.7727 -2.7525 1.8005  0.01
H: -2.4601 -3.9115 -0.7852  0.07
H: -0.7885 -4.1736 -1.0427  0.05
H: -1.7467 -3.4268 -2.3857  0.03
N: 0.5386 -1.7829 6.4423  0.19
C: -0.0884 -2.0874 5.0883  -0.11
C: 0.8320 -1.7463 3.8433  -0.24
N: 0.8314 -0.4032 3.2739  0.00
H: -0.0849 -2.3019 7.0995  0.20
H: 0.5009 -0.7713 6.6458  0.18
H: 1.5299 -2.0921 6.5126  0.19
H: -1.0739 -1.5925 5.1782  0.15
H: -0.2748 -3.1245 5.0906  0.12
H: 0.3809 -2.4400 3.1577  0.08
H: 1.8400 -2.2083 4.0477  0.15
H: 1.4319 0.2927 3.7423  0.09
H: -0.1257 -0.0671 3.2446  0.06

=====

Number 3 is which compound? C18H42N6O9Sr

=====

Which of these has the lowest charge? C18H42N6O9Sr